Entry 1:
Entry from the OMol25 dataset: a molecular structure, C29H65N13PSi2TeTi at a distorted geometry (the ωB97M-V functional and the def2-TZVPD basis).

Each line ends with the Mulliken spin population.
Atoms and positions in Å:
Te: 2.29191 -1.65699 -2.17141  -0.02
Ti: 1.15240 0.30387 -0.65603  0.90
P: -1.27354 0.58108 1.44068  0.01
Si: -0.80823 -2.07437 -3.69558  0.00
Si: 3.05707 -4.81866 -1.28085  0.00
N: 1.04567 2.07196 -2.89685  0.02
N: 2.67850 0.35557 0.69972  0.00
N: -0.84794 1.51481 2.78869  0.00
N: -1.19758 -1.02619 2.01234  0.00
N: 5.82245 -1.01093 1.05322  0.00
N: 4.68669 -0.21791 1.03731  0.02
N: 1.45839 3.18011 -1.00837  0.01
N: -2.85101 0.92269 0.92428  0.00
N: 1.61053 2.00873 -1.66016  0.00
N: 0.61251 3.91207 -1.79863  0.02
N: 4.54113 0.86854 1.81891  -0.01
N: -0.29105 0.83220 0.23618  -0.02
N: 3.55708 -0.65514 0.48951  0.02
C: -3.07443 1.87591 -0.17890  0.00
C: 0.11533 -1.38280 2.60104  -0.03
C: -1.51372 -3.45056 -2.62730  0.00
C: 1.85714 5.84182 0.60071  0.00
C: 1.49851 6.06031 -0.89026  0.00
C: -4.89032 0.19027 -0.82612  0.00
C: -1.51283 -2.10817 -5.41441  0.00
C: -4.38182 1.63311 -0.92888  0.00
C: -1.11533 4.00564 2.91513  0.00
C: -1.80962 -3.41951 1.73487  0.00
C: -1.71550 -2.04275 1.08699  -0.04
C: 1.80576 -3.43403 -0.92501  -0.01
C: 3.28648 1.22598 1.57107  0.03
C: -0.17569 2.81581 2.64789  0.01
C: -1.28021 -0.44292 -2.91299  -0.06
C: 4.65352 -4.28765 -0.41494  0.00
C: 0.44768 3.26091 -2.97859  -0.01
C: 2.30568 -6.39868 -0.55985  0.00
C: -0.47284 -3.82058 2.37226  0.00
C: -4.07686 0.41073 1.60041  0.00
C: 2.68621 5.96730 -1.85687  0.00
C: 1.06883 -2.27410 -3.83594  0.00
C: -1.48687 1.34169 4.11074  0.00
C: 0.28895 5.24050 -1.31783  0.00
C: 0.11662 -2.74093 3.26712  0.00
C: -1.80490 3.86337 4.28276  0.00
C: 3.35955 -5.03091 -3.11063  0.00
C: -5.10921 -0.21833 0.63572  0.00
C: -2.44421 2.47307 4.44312  0.00
H: -0.66925 1.27420 4.85127  0.00
H: -4.54784 1.26483 2.12840  0.00
H: -2.09338 -4.14822 0.95017  0.00
H: 1.34841 -6.59533 -1.06951  0.00
H: -0.70953 0.40618 -3.35147  0.00
H: 3.45100 6.74251 -1.65547  0.00
H: -2.24789 1.80687 -0.89313  0.00
H: -4.27740 1.90018 -1.99247  0.00
H: 0.74429 -3.68244 -1.12495  0.00
H: -0.08416 3.63667 -3.83641  0.00
H: -6.12529 0.07569 0.96535  0.00
H: 4.71450 -4.68864 0.62626  0.00
H: -3.36107 2.42181 3.81540  0.00
H: -4.19066 -0.49166 -1.33910  0.00
H: 2.69626 6.46938 0.91631  0.00
H: -2.60533 -3.54229 -2.83965  0.00
H: -2.36956 -0.23360 -3.03534  0.00
H: -2.57854 4.63832 4.40041  0.00
H: 0.89203 -1.31594 1.83597  0.03
H: -3.06428 2.90827 0.23167  0.00
H: 1.15865 -2.98841 3.50275  0.00
H: 0.33406 -0.59582 3.33162  0.00
H: -1.09503 -2.09141 0.18629  0.03
H: -2.81103 2.32753 5.48170  0.00
H: -2.71471 -1.72784 0.77599  0.00
H: 5.52179 -4.68634 -0.96671  0.00
H: -1.10578 -1.30836 -6.05141  0.00
H: -0.40237 -2.68709 4.24244  0.00
H: -0.58472 -4.74325 2.96549  0.00
H: 1.90596 -3.09866 0.12624  0.00
H: 1.33664 -3.33494 -4.00752  0.00
H: 3.16311 4.96685 -1.81362  0.00
H: 2.42182 -5.22013 -3.67166  0.00
H: -0.52047 4.93588 2.88296  0.00
H: -5.82946 0.12048 -1.41361  0.00
H: 5.98651 -1.41118 0.13848  0.00
H: -2.62165 -1.98073 -5.37842  0.00
H: -5.16163 2.33571 -0.52306  0.00
H: 0.98939 6.11466 1.23000  0.00
H: -2.03733 0.38928 4.11273  0.00
H: -3.75576 -0.34126 2.33543  0.00
H: 4.01685 -5.90864 -3.25793  0.00
H: -1.08056 4.08603 5.09164  0.00
H: 2.10967 4.78347 0.79611  0.00
H: 0.64777 2.80086 3.40037  0.00
H: -1.03920 -4.42742 -2.81354  0.00
H: 2.81899 2.11872 1.97249  0.01
H: 1.08879 7.08598 -0.93051  0.00
H: 6.60923 -0.41047 1.32981  0.00
H: -2.64039 -3.43544 2.46441  0.00
H: -1.88215 4.08730 2.09664  0.00
H: 1.46255 -1.66729 -4.68649  0.00
H: -5.11329 -1.32063 0.76178  0.00
H: -0.40831 5.11192 -0.46630  0.00
H: 2.35898 6.13123 -2.91182  0.00
H: -1.30379 -3.07936 -5.90650  0.00
H: -1.41601 -3.20935 -1.56080  0.00
H: -0.26721 5.72082 -2.13263  0.00
H: 0.24942 -4.10240 1.57489  0.00
H: 4.73647 -3.18933 -0.34209  0.00
H: 2.10719 -6.28888 0.51643  0.00
H: 3.86387 -4.16517 -3.56079  0.00
H: -1.12288 -0.41964 -1.83302  0.06
H: 2.97658 -7.26134 -0.73873  0.00
H: 0.25634 2.89125 1.64247  0.00

Computed properties:
Multiplicity   2
Total charge   +2
Relative energy (zero: lowest compared OMol25 entry of this formula, charge and spin)   0.0000 eV
<S²>   0.756
Gap between HOMO and LUMO (spin up / spin down)   7.43 / 7.38 eV

Entry 2:
Entry from the OMol25 dataset: 4 unconnected molecules or ions with the total composition C29H66FNO5S at a distorted geometry (the ωB97M-V functional and the def2-TZVPD basis).

Each line ends with the Löwdin charge.
Atoms and positions in Å:
S: 0.14861 1.41153 -1.73018  0.90
F: 0.06685 2.98873 -1.04460  -0.23
O: 2.64561 -2.90519 -3.19134  -0.12
O: 9.28439 -0.93539 -1.16063  -0.27
O: -0.57602 1.42767 -3.09986  -0.33
O: 1.74380 -0.42615 -2.37620  -0.19
O: -0.62238 0.46016 -0.78067  -0.34
N: 1.78867 0.83307 -1.90447  -0.28
C: -5.10505 -1.00343 4.46302  -0.23
C: -6.63904 -2.27903 2.81176  -0.27
C: 8.52634 -0.92379 -3.55046  -0.17
C: -5.58010 -1.19332 3.01739  -0.23
C: -2.87958 -1.16521 -2.17649  -0.12
C: -4.36096 -1.19293 -1.83277  -0.26
C: -4.46653 -3.71525 -1.25657  -0.22
C: -0.05022 4.37304 2.32593  -0.22
C: 1.16307 5.94230 3.99045  -0.28
C: 0.95357 3.22269 2.43319  -0.26
C: 7.52624 0.36680 -3.29021  -0.23
C: 0.18735 -3.00085 -2.49101  -0.06
C: 5.94386 0.07062 -3.59938  -0.21
C: -6.91364 0.63838 5.19314  -0.12
C: 0.19337 5.73849 5.14436  -0.12
C: 9.81569 -0.69158 -2.51060  -0.25
C: -4.72698 -2.27113 -0.81132  -0.23
C: -6.15442 -3.67228 3.18274  -0.11
C: 10.11696 -0.32689 -0.11108  -0.14
C: 2.00738 -1.41339 -1.27985  -0.08
C: -6.68996 -4.09933 -2.44454  -0.12
C: 2.09764 3.32550 1.43612  -0.11
C: 4.09174 1.88574 -2.65142  -0.17
C: 0.51551 5.76862 2.61554  -0.23
C: 1.74750 -2.90337 -1.99167  -0.30
C: 2.51666 1.61453 -3.01747  -0.15
C: -5.17285 -4.14218 -2.54546  -0.27
C: -6.20238 -0.67572 5.47708  -0.28
C: 5.15415 1.52352 -3.84658  -0.20
H: 10.19526 0.40003 -2.70425  0.13
H: 1.93539 2.64856 -3.08514  0.13
H: 3.14101 -1.34877 -0.95790  0.14
H: 5.39757 -0.58781 -2.79115  0.11
H: -6.20336 1.47159 5.18029  0.08
H: -4.35728 -0.19995 4.47601  0.11
H: 4.21326 3.05090 -2.43309  0.12
H: 11.26524 -0.58137 -0.19659  0.10
H: -4.84308 -3.52360 -3.38687  0.10
H: -7.05390 -3.08334 -2.26662  0.07
H: -0.36233 -1.95545 -2.58045  0.07
H: -3.38828 -3.86891 -1.38035  0.09
H: -5.78482 -2.15696 -0.54506  0.09
H: 1.32868 -1.22863 -0.34431  0.14
H: 2.75784 2.45785 1.53083  0.07
H: -0.29851 6.49758 2.51114  0.11
H: 2.07068 -3.74612 -1.24546  0.15
H: 1.56984 6.95963 4.05600  0.10
H: -7.65735 0.83997 5.97086  0.07
H: -2.27384 -1.00233 -1.27903  0.06
H: 0.70065 5.91476 6.09841  0.07
H: -6.93615 -1.48781 5.52592  0.10
H: -0.20291 4.71917 5.16364  0.07
H: -4.57905 -1.90664 4.79545  0.10
H: 0.42110 2.28056 2.25423  0.11
H: 5.88580 -0.48633 -4.64523  0.11
H: 2.33956 1.06761 -4.04925  0.16
H: 4.34491 1.29714 -1.65016  0.12
H: -5.90485 -3.74297 4.24531  0.07
H: -2.55666 -2.09830 -2.64711  0.06
H: -0.88753 4.17198 3.00420  0.10
H: 3.27209 -3.68271 -3.09925  0.11
H: -0.39516 -3.63544 -1.67429  0.09
H: 1.25170 6.03042 1.84584  0.10
H: -5.74629 -0.61394 6.47352  0.10
H: -5.26900 -3.94558 2.60006  0.07
H: -0.47772 4.37763 1.31530  0.10
H: -7.54608 -2.04270 3.37816  0.10
H: -4.86987 -5.16939 -2.78252  0.10
H: -7.43693 0.61511 4.23290  0.07
H: 8.04915 -1.95937 -3.20328  0.13
H: 9.75443 -0.80939 0.91905  0.11
H: -4.63842 -0.21493 -1.41896  0.11
H: -4.77364 -4.38665 -0.44474  0.10
H: 1.35667 3.15850 3.44944  0.10
H: -0.64793 6.43581 5.07476  0.08
H: 6.00778 2.35510 -3.80102  0.11
H: -7.04544 -4.74172 -1.63266  0.07
H: 7.87412 1.21304 -4.04507  0.11
H: -4.70665 -1.42757 2.39581  0.10
H: 2.70167 4.22137 1.60613  0.07
H: -5.97298 -0.24376 2.63588  0.10
H: 4.69086 1.55683 -4.93823  0.12
H: -4.94873 -1.31567 -2.74916  0.10
H: -2.67071 -0.35091 -2.87784  0.07
H: 9.94543 0.84724 0.01229  0.11
H: -6.93003 -2.28315 1.75419  0.09
H: 1.71929 3.35259 0.40933  0.04
H: 7.64057 0.83170 -2.21034  0.12
H: 8.92836 -0.97182 -4.66756  0.12
H: 2.01581 5.26366 4.10263  0.10
H: 0.05471 -3.51093 -3.55975  0.11
H: 10.68090 -1.42713 -2.83316  0.13
H: -6.93637 -4.40955 2.97626  0.07
H: -7.13885 -4.45345 -3.37768  0.07
H: -4.16449 -2.09027 0.11378  0.10

Computed properties:
Total charge   0
Structure (SMILES)   COCCCCCCCN(OC[C@@H](C)O)S(=O)(=O)F.CCCCCC.CCCCCC.CCCCCC
Gap between HOMO and LUMO   9.40 eV

Question: What is the formula in the second record?
Answer: C29H66FNO5S